Record 1
# C10H13NPV

C10H13NPV as an isolated structure at a distorted geometry (ωB97M-V with the def2-TZVPD basis set, the Open Molecules 2025 dataset).

HOMO-LUMO gap (spin up / spin down) in eV: 5.24 / 7.06
Spin multiplicity: 3
Largest force on an atom in eV/A: 3.77

Atoms and positions in Å:
1 C 1.816 -1.022 -0.603
2 C -0.749 0.135 -2.492
3 C -1.599 2.039 -1.220
4 H -1.786 3.105 -1.053
5 H 2.270 -1.361 3.204
6 C 2.144 -1.318 2.119
7 C 1.122 -0.529 1.587
8 V -0.714 0.682 -0.342
9 H 1.681 -0.870 -1.681
10 C -0.703 1.522 -2.212
11 H -2.936 2.645 1.539
12 H -0.191 -0.336 -3.279
13 H -2.702 0.697 2.586
14 H -1.702 -1.705 -1.698
15 H 3.501 -2.327 -0.833
16 H 0.425 -0.021 2.266
17 H -3.291 -0.290 -0.235
18 N 0.990 -0.307 0.230
19 C 2.831 -1.842 -0.109
20 H -0.036 2.163 -2.786
21 P -1.951 1.631 1.756
22 H -1.213 2.366 2.729
23 C -1.647 -0.608 -1.663
24 H 3.851 -2.599 1.668
25 C -2.431 0.153 -0.751
26 C 3.020 -2.002 1.274

natural (NBO) atomic charge list, values in e, 4 entries: 0.045, -0.309, -0.348, 0.214


Record 2
# C3H6N3O6P3

C3H6N3O6P3 as an isolated structure at a distorted geometry (ωB97M-V with the def2-TZVPD basis set, the Open Molecules 2025 dataset).

HOMO-LUMO gap in eV: 8.98
Energy relative to the best compared isomer or geometry (same formula, charge and spin) in kcal per mole: 21.2
Largest force on an atom in eV/A: 4.12

Atoms and positions in Å:
1 P 0.808 1.191 0.973
2 O 0.724 2.182 -1.590
3 O 1.767 -1.018 -1.847
4 O 2.081 -2.612 -0.047
5 H 1.566 -3.013 0.593
6 O -3.262 0.701 -1.426
7 N -0.357 -1.780 -0.154
8 H 2.162 2.806 -0.466
9 O 1.308 1.995 2.213
10 C -2.133 0.286 -1.476
11 O -3.319 -1.732 1.714
12 H 2.008 1.731 2.807
13 P 1.215 -1.269 -0.336
14 C 1.300 2.238 -0.549
15 N 1.745 -0.062 0.602
16 H -1.470 0.278 -2.341
17 H 2.270 -1.824 -2.104
18 P -1.402 -0.410 0.072
19 C -2.877 -0.772 1.163
20 N -0.751 0.863 0.896
21 H -3.381 0.220 1.303

natural (NBO) atomic charge list, values in e, 4 entries: 2.133, -0.507, -0.979, -0.959


Record 3
# C37H47BF4O2P2SbSe4Ti

C37H47BF4O2P2SbSe4Ti as an isolated structure (ωB97M-V with the def2-TZVPD basis set, the Open Molecules 2025 dataset).

HOMO-LUMO gap (spin up / spin down) in eV: 6.80 / 6.22
Energy relative to the best compared isomer or geometry (same formula, charge and spin) in kcal per mole: 5.7
Spin multiplicity: 2
Largest force on an atom in eV/A: 0.46

Atoms and positions in Å:
1 H -3.544 4.056 -0.567
2 H 5.469 5.823 -1.844
3 H -2.686 -5.089 3.237
4 C -5.255 2.701 -0.489
5 C 4.484 0.585 4.597
6 Ti 0.528 0.326 -0.013
7 H -5.652 3.366 -1.260
8 H -1.539 -4.259 -3.648
9 C -1.796 -0.498 -3.088
10 H -0.524 -4.346 2.761
11 C 3.384 1.803 2.845
12 H -3.751 -2.812 -0.237
13 H -0.122 -2.119 1.560
14 H -0.681 -2.839 -1.593
15 H 4.840 -1.012 1.635
16 H -3.441 -0.522 -4.500
17 F 1.493 4.047 1.236
18 H -1.080 -2.887 3.557
19 C -3.103 0.700 0.069
20 H 4.747 0.480 5.642
21 H -4.683 -0.716 -0.534
22 Se 0.198 1.583 5.922
23 F -0.148 4.406 2.789
24 C 1.995 -1.345 -0.795
25 C -3.799 3.082 -0.146
26 H -2.631 -2.911 -5.396
27 H -5.890 2.839 0.389
28 C -3.478 -2.752 0.818
29 H -2.021 0.554 -2.932
30 H -2.393 -1.236 1.906
31 H 7.125 -1.014 -2.151
32 H -5.008 1.186 -2.007
33 C -2.214 -1.885 1.044
34 O 1.102 -1.065 -1.632
35 C 5.359 -2.222 -2.304
36 H -2.927 0.884 1.135
37 H 6.038 0.743 -0.806
38 C -1.662 -2.786 -2.066
39 C -3.309 -4.167 1.376
40 O 1.703 -1.286 0.451
41 H -2.888 1.933 -1.718
42 H -0.713 -0.565 -3.173
43 H -0.553 -2.838 -3.928
44 H 5.551 2.698 1.079
45 Sb -1.578 1.345 4.401
46 C -1.257 -3.539 2.698
47 C -2.465 -0.998 -4.378
48 C 4.143 -0.259 -0.733
49 H -4.282 -4.661 1.404
50 H -3.310 -3.461 3.392
51 H 2.780 2.645 2.525
52 C 5.636 4.319 -0.324
53 C 3.923 4.347 -2.013
54 C 4.020 -2.350 -1.970
55 H 2.482 2.757 -1.913
56 P 3.228 1.032 0.205
57 H 3.397 2.416 4.891
58 C -0.997 -2.746 1.411
59 C 3.431 -1.381 -1.175
60 H -3.343 -1.431 -1.947
61 H -3.598 -2.802 -3.944
62 H 3.458 4.816 -2.872
63 Se -0.123 1.110 2.037
64 H -0.757 -3.426 0.592
65 C 4.883 -0.376 3.682
66 H 5.459 -1.233 4.008
67 Se -3.283 -0.365 4.318
68 C 3.794 0.845 1.917
69 C -1.523 -3.172 -3.548
70 P -1.863 -0.631 -0.264
71 C -2.687 -4.106 2.765
72 C -2.630 -2.527 -4.375
73 Se -3.311 2.896 3.717
74 C -5.371 1.257 -0.977
75 H -5.050 0.223 0.887
76 C 5.051 4.912 -1.435
77 H -1.860 -0.692 -5.233
78 H -4.320 -2.276 1.326
79 C 4.536 -0.251 2.343
80 H 5.837 -2.981 -2.911
81 C -4.589 0.279 -0.103
82 H -1.790 2.352 -0.424
83 H -2.675 -4.766 0.714
84 C -2.806 2.032 -0.634
85 F -0.690 4.246 0.572
86 C -2.250 -1.367 -1.906
87 C 5.476 -0.132 -1.108
88 H -2.303 -3.506 -1.552
89 H -6.420 0.954 -1.007
90 C 6.083 -1.117 -1.876
91 C 5.100 3.154 0.206
92 B 0.209 4.180 1.539
93 C 3.731 1.675 4.178
94 H 6.509 4.766 0.134
95 F 0.328 1.621 -1.220
96 C 3.973 2.580 -0.377
97 H 3.438 -3.194 -2.318
98 H -3.679 3.176 0.937
99 C 3.379 3.187 -1.482

Löwdin atomic charge list, values in e, 4 entries: 0.112, 0.104, 0.107, -0.179


Record 4
# C2H2N6

One molecule with the formula C2H2N6 at a distorted geometry (ωB97M-V with the def2-TZVPD basis set, the Open Molecules 2025 dataset).

HOMO-LUMO gap in eV: 8.53
Energy relative to the best compared isomer or geometry (same formula, charge and spin) in kcal per mole: 90.7
SMILES: [H]/N=c1\ncnnnn1
Largest force on an atom in eV/A: 7.23

Atoms and positions in Å:
1 N 0.501 1.825 -0.402
2 N -0.802 1.581 -0.486
3 C 0.872 -0.934 -0.417
4 N 1.359 1.052 0.745
5 N -1.920 -0.024 0.787
6 C -1.059 0.296 -0.027
7 H 1.566 -1.535 -0.894
8 N 1.529 -0.220 0.515
9 H -1.712 -1.235 0.812
10 N -0.334 -0.805 -0.633

natural (NBO) atomic charge list, values in e, 4 entries: 0.013, -0.128, 0.224, 0.057


Number 1: E_tot -1728.728553 a.u.. Number 2: E_tot -1757.779370 a.u.. Number 3: E_tot -13391.431537 a.u.. Number 4: E_tot -405.711516 a.u..